# C23H31N3O4S

An isolated molecule of C23H31N3O4S in a non-equilibrium geometry (wB97M-V/def2-TZVPD, OMol25).

```
62
Properties=species:S:1:pos:R:3:forces:R:3:lowdin_charge:R:1
C -0.047955 -5.125802 0.098490 0.00 -0.17 0.14 -0.091
O -0.068177 -4.008597 -0.756011 -0.04 0.30 -0.16 -0.084
C -0.687020 -2.873492 -0.328821 -0.04 0.15 -0.04 -0.278
C -1.290327 -2.709579 0.912857 0.15 -0.37 -0.03 -0.016
C -1.876574 -1.498509 1.237442 0.01 0.24 -0.18 -0.022
C -1.886079 -0.430480 0.351987 0.03 -0.01 0.23 -0.198
C -2.546241 0.862621 0.782544 0.21 0.10 -0.12 -0.265
C -1.863123 2.108109 0.163679 -0.33 -0.14 0.05 -0.115
N -0.431994 2.031173 0.322892 -0.11 0.05 0.32 0.080
C 0.426637 2.104459 -0.717081 0.13 0.06 0.31 -0.471
O 0.091894 2.417943 -1.842048 0.00 0.05 -0.32 0.075
C 1.842757 1.772658 -0.360190 0.26 -0.07 -0.13 -0.119
C 2.869816 2.568513 -0.856659 -0.16 -0.07 0.06 0.008
C 4.187021 2.265201 -0.557885 0.13 0.08 -0.02 -0.040
C 4.462435 1.154656 0.216181 0.49 -0.14 0.02 -0.280
S 6.153064 0.727554 0.621889 -0.21 -0.31 -0.15 0.669
O 6.230936 0.437773 2.023453 -0.12 -0.22 0.04 -0.286
O 7.037271 1.725134 0.085438 -0.18 0.01 -0.24 -0.286
N 6.303114 -0.737961 -0.208765 -0.34 0.87 0.59 -0.342
C 6.368811 -0.520026 -1.635350 0.02 0.14 -0.41 -0.109
C 7.358833 -1.579435 0.312615 0.27 -0.07 0.35 -0.105
C 3.455532 0.338121 0.694498 -0.04 -0.06 0.11 -0.038
C 2.137821 0.648925 0.409253 0.06 0.10 -0.02 -0.003
N -3.979528 0.783937 0.562769 -0.01 0.12 0.11 -0.126
C -4.406010 0.641280 -0.815505 -0.14 -0.32 -0.08 -0.184
C -5.853624 0.156054 -0.842179 0.05 0.28 -0.16 -0.179
C -6.750602 1.153876 -0.117819 0.02 -0.25 0.14 -0.210
C -6.218537 1.367472 1.294691 0.04 0.30 -0.12 -0.186
C -4.755875 1.803508 1.238403 -0.23 -0.09 0.23 -0.201
C -1.293919 -0.608826 -0.895547 0.02 -0.14 0.14 -0.041
C -0.698601 -1.807318 -1.228361 0.05 -0.22 -0.02 0.012
H 0.476325 -5.906797 -0.449868 -0.04 0.02 0.08 0.093
H 0.491497 -4.913122 1.027343 -0.04 0.00 -0.03 0.095
H -1.060042 -5.469021 0.336084 0.04 0.02 0.01 0.096
H -1.309043 -3.510791 1.634775 0.02 -0.10 0.04 0.102
H -2.342104 -1.385514 2.205784 -0.06 0.03 0.12 0.118
H -2.421099 0.939064 1.873137 0.00 -0.02 -0.10 0.143
H -2.246791 3.009390 0.654818 -0.03 -0.07 -0.16 0.127
H -2.061048 2.184412 -0.906463 -0.03 0.05 0.09 0.118
H -0.083814 1.769709 1.231656 0.13 0.01 -0.11 0.146
H 2.620894 3.419477 -1.472006 0.00 0.07 -0.07 0.125
H 5.007675 2.869887 -0.910973 0.04 0.11 -0.08 0.117
H 6.345977 -1.482588 -2.144586 -0.05 0.00 0.02 0.094
H 5.498922 0.062620 -1.932874 0.00 -0.03 -0.23 0.083
H 7.275743 0.024534 -1.921328 -0.02 -0.06 -0.06 0.092
H 8.351745 -1.236072 0.001087 0.02 -0.05 0.00 0.095
H 7.203779 -2.601483 -0.033589 -0.01 0.04 -0.01 0.092
H 7.293747 -1.545192 1.397267 0.14 -0.21 0.01 0.077
H 3.722174 -0.522502 1.286153 -0.07 -0.16 0.07 0.120
H 1.341736 0.004678 0.755104 -0.08 -0.08 0.04 0.113
H -3.763877 -0.091758 -1.305629 -0.03 0.09 -0.05 0.116
H -4.337244 1.595183 -1.367925 0.05 -0.03 -0.04 0.128
H -5.907376 -0.811782 -0.341606 0.02 -0.08 -0.03 0.116
H -6.177193 0.029385 -1.876468 -0.01 -0.05 -0.03 0.110
H -7.778490 0.788489 -0.084851 -0.04 0.06 -0.04 0.107
H -6.747679 2.105017 -0.655996 -0.05 0.05 -0.04 0.111
H -6.283808 0.431515 1.851237 0.00 -0.01 0.09 0.114
H -6.806378 2.123876 1.817638 -0.03 -0.01 0.05 0.108
H -4.368652 1.925858 2.253550 0.05 0.05 -0.03 0.122
H -4.692445 2.779827 0.724994 0.01 0.01 0.06 0.123
H -1.282138 0.188041 -1.622018 0.02 0.17 -0.10 0.112
H -0.232751 -1.943305 -2.191294 0.06 -0.02 -0.13 0.122
```
Forces are in eV/Å.

The calculation puts the HOMO-LUMO gap at 8.676 eV. The value obtained for the total energy is -1758.4371 hartree. As for the energy above the lowest of the compared OMol25 structures with the same formula, charge and spin: 228.1 kJ/mol. Its SMILES is COc1ccc([C@@H](CNC(=O)c2ccc(S(=O)(=O)N(C)C)cc2)N2CCCCC2)cc1. Its HOMO energy is -8.37 eV.